No. 1
{
  "formula": "C34H45AsCl5FeGeN5O2Si3",
  "method": "ωB97M-V with the def2-TZVPD basis set",
  "charge": 1,
  "s2": 8.83,
  "lumo_ev": [-3.800, -3.699],
  "multiplicity": 6,
  "gap_ev": [5.928, 6.847],
  "species": ["Fe", "N", "N", "C", "N", "N", "N", "O", "O", "H", "H", "H", "H", "H", "Cl", "C", "C", "C", "Cl", "C", "Cl", "C", "Cl", "C", "Cl", "C", "C", "C", "C", "C", "C", "As", "C", "C", "C", "C", "C", "C", "C", "C", "C", "C", "C", "C", "H", "H", "H", "H", "H", "H", "H", "H", "H", "H", "H", "H", "H", "C", "Si", "C", "C", "Ge", "Si", "C", "C", "C", "Si", "C", "C", "C", "H", "H", "H", "H", "H", "H", "H", "H", "H", "H", "H", "H", "H", "H", "H", "H", "H", "H", "H", "H", "H", "H", "H", "H", "H", "H", "H"],
  "positions_angstrom": [[-0.803, -0.379, -0.144], [-2.476, 1.138, -0.021], [-3.608, 0.652, -0.703], [-3.357, -0.187, -1.775], [-4.423, -0.522, -2.517], [-2.111, -0.521, -1.946], [-1.787, -1.485, -2.879], [-0.597, -1.137, -3.447], [-2.637, -2.052, -3.606], [-2.717, 1.274, 0.959], [-2.160, 2.025, -0.410], [-4.356, 1.319, -0.837], [-5.339, -0.417, -2.114], [-4.269, -1.264, -3.189], [2.310, -2.495, -1.308], [0.870, -3.220, -0.650], [-0.164, -2.413, -0.195], [-1.241, -3.105, 0.326], [-2.587, -2.097, 0.877], [-1.354, -4.481, 0.448], [-2.736, -5.217, 1.148], [-0.285, -5.246, -0.012], [-0.339, -6.956, 0.120], [0.830, -4.614, -0.568], [2.147, -5.570, -1.126], [3.542, 2.052, 4.895], [3.456, 0.682, 4.689], [2.389, 0.150, 3.978], [1.408, 0.992, 3.471], [1.492, 2.364, 3.679], [2.558, 2.892, 4.393], [-0.064, 0.263, 2.441], [-0.550, -1.340, 3.379], [0.078, -2.573, 3.307], [-0.476, -3.652, 3.984], [-1.649, -3.489, 4.711], [-2.283, -2.256, 4.768], [-1.739, -1.169, 4.096], [-2.330, 0.183, 4.013], [-3.512, 0.593, 4.623], [-3.963, 1.894, 4.460], [-3.248, 2.801, 3.686], [-2.071, 2.401, 3.064], [-1.614, 1.101, 3.232], [4.372, 2.464, 5.452], [4.217, 0.024, 5.087], [2.323, -0.922, 3.835], [0.726, 3.029, 3.297], [2.617, 3.959, 4.560], [0.975, -2.708, 2.713], [0.000, -4.623, 3.937], [-2.078, -4.335, 5.230], [-3.203, -2.155, 5.328], [-4.082, -0.098, 5.231], [-4.878, 2.207, 4.944], [-3.602, 3.817, 3.575], [-1.516, 3.112, 2.461], [3.924, -0.272, 0.620], [3.413, 1.136, -0.511], [4.540, 1.204, -2.008], [3.500, 2.759, 0.427], [1.140, 0.739, -1.264], [-0.202, -1.713, -5.030], [-1.464, -1.177, -6.282], [0.017, -3.553, -4.933], [1.397, -0.791, -5.266], [0.383, 2.931, -2.035], [-1.137, 2.792, -3.139], [-0.023, 4.076, -0.587], [1.729, 3.723, -3.083], [4.761, 0.042, 1.249], [4.237, -1.141, 0.041], [3.112, -0.587, 1.278], [5.536, 1.534, -1.699], [4.182, 1.896, -2.771], [4.645, 0.219, -2.465], [4.490, 2.845, 0.884], [2.768, 2.815, 1.235], [3.359, 3.618, -0.231], [-2.377, -1.766, -6.213], [-1.050, -1.296, -7.286], [-1.721, -0.123, -6.158], [-0.902, -4.038, -4.601], [0.817, -3.806, -4.236], [0.280, -3.967, -5.909], [1.247, 0.287, -5.166], [1.803, -0.973, -6.264], [2.142, -1.111, -4.538], [-2.028, 2.383, -2.657], [-0.923, 2.146, -3.993], [-1.392, 3.783, -3.523], [-0.934, 3.812, -0.043], [-0.178, 5.082, -0.987], [0.793, 4.128, 0.134], [2.019, 3.063, -3.904], [2.625, 3.956, -2.508], [1.365, 4.654, -3.528]],
  "lowdin_spin": [3.614, 0.034, 0.021, 0.047, 0.036, 0.064, 0.418, 0.097, 0.349, 0.002, 0.002, 0.001, 0.003, 0.000, 0.013, 0.017, 0.052, 0.021, 0.039, -0.001, 0.002, 0.008, 0.003, 0.000, 0.000, 0.001, 0.000, 0.002, 0.007, 0.002, 0.000, 0.011, -0.002, 0.000, 0.000, 0.000, 0.000, 0.000, 0.000, 0.000, 0.000, 0.000, 0.000, 0.002, 0.000, 0.000, 0.000, 0.000, 0.000, 0.000, 0.000, 0.000, 0.000, 0.000, 0.000, 0.000, 0.000, 0.001, 0.023, -0.004, 0.015, 0.042, 0.010, 0.006, 0.001, 0.001, 0.020, 0.001, 0.008, 0.001, 0.000, 0.000, 0.000, 0.000, 0.000, 0.000, 0.003, 0.000, 0.000, 0.001, 0.001, 0.000, 0.000, 0.000, 0.000, 0.000, 0.000, 0.000, 0.000, 0.000, 0.000, 0.000, 0.001, 0.000, 0.000, 0.000, 0.000]
}

No. 2
{
  "formula": "C34H45Br2F4N7O5S2Zr",
  "method": "ωB97M-V with the def2-TZVPD basis set",
  "charge": 2,
  "lumo_ev": -5.790,
  "gap_ev": 7.324,
  "species": ["Zr", "C", "N", "C", "C", "C", "N", "C", "C", "F", "C", "F", "C", "C", "F", "C", "F", "H", "H", "H", "H", "H", "H", "H", "H", "H", "H", "H", "Br", "C", "Br", "H", "H", "C", "N", "C", "N", "C", "N", "C", "N", "C", "C", "H", "H", "H", "H", "H", "H", "H", "H", "H", "H", "H", "H", "C", "C", "C", "C", "C", "C", "C", "S", "O", "O", "N", "C", "C", "C", "O", "O", "H", "H", "H", "H", "H", "H", "H", "H", "H", "H", "H", "H", "C", "S", "O", "C", "C", "C", "C", "C", "C", "H", "H", "H", "H", "H", "H", "H", "H"],
  "positions_angstrom": [[0.355, 0.083, 0.520], [-1.502, -3.669, 3.537], [-1.431, -3.257, 2.140], [-2.723, -3.434, 1.486], [-0.355, -3.926, 1.411], [0.702, -2.936, 0.938], [0.157, -1.897, 0.050], [-0.213, -2.245, -1.251], [-0.912, -1.278, -1.962], [-1.128, -0.100, -1.255], [-1.349, -1.390, -3.256], [-2.025, -0.386, -3.805], [-1.082, -2.555, -3.948], [-0.380, -3.543, -3.286], [-0.093, -4.676, -3.912], [0.055, -3.409, -1.971], [0.740, -4.423, -1.431], [-1.783, -4.724, 3.657], [-2.241, -3.059, 4.061], [-0.531, -3.522, 4.016], [-3.024, -4.489, 1.425], [-2.687, -3.032, 0.471], [-3.497, -2.903, 2.043], [-0.751, -4.485, 0.559], [0.146, -4.662, 2.047], [1.533, -3.452, 0.459], [1.111, -2.431, 1.814], [-1.406, -2.691, -4.970], [-0.305, 3.009, -1.422], [1.432, 3.563, -0.820], [1.801, 2.799, 0.932], [1.444, 4.639, -0.708], [2.170, 3.182, -1.518], [-1.514, 2.241, 2.166], [-2.709, 2.678, 2.840], [-3.155, 1.638, 3.769], [-3.452, 0.389, 3.062], [-2.260, -0.064, 2.397], [-1.722, 0.950, 1.398], [-2.876, 1.205, 0.439], [-4.058, 1.668, 1.115], [-3.760, 2.903, 1.842], [-4.497, 0.649, 2.068], [-0.723, 2.067, 2.897], [-1.195, 3.005, 1.457], [-4.052, 1.981, 4.284], [-2.372, 1.455, 4.508], [-2.445, -0.990, 1.856], [-1.491, -0.242, 3.143], [-3.098, 0.268, -0.071], [-2.554, 1.949, -0.287], [-4.662, 3.250, 2.343], [-3.432, 3.670, 1.138], [-4.725, -0.274, 1.533], [-5.398, 0.993, 2.574], [0.051, 1.332, -8.653], [1.026, 1.410, -7.514], [0.615, 1.797, -6.243], [1.523, 1.902, -5.198], [2.857, 1.620, -5.436], [3.295, 1.228, -6.698], [2.377, 1.121, -7.723], [4.053, 1.810, -4.165], [3.360, 2.322, -3.001], [5.213, 2.478, -4.659], [4.527, 0.276, -3.850], [3.736, -0.555, -2.964], [3.903, -0.228, -1.463], [2.635, -0.085, -0.698], [1.549, 0.342, -1.243], [2.563, -0.351, 0.537], [-0.979, 1.357, -8.300], [0.198, 0.423, -9.236], [0.192, 2.176, -9.331], [-0.427, 2.035, -6.071], [1.208, 2.216, -4.212], [4.344, 1.028, -6.872], [2.712, 0.823, -8.709], [5.530, 0.159, -3.875], [4.019, -1.590, -3.147], [2.689, -0.454, -3.257], [4.396, 0.744, -1.371], [4.523, -0.955, -0.939], [2.954, -0.286, 3.967], [1.229, -0.708, 3.845], [0.801, 0.013, 2.537], [0.493, 0.228, 5.138], [0.736, 1.592, 5.291], [0.098, 2.266, 6.315], [-0.763, 1.581, 7.171], [-1.000, 0.225, 7.005], [-0.373, -0.465, 5.976], [3.077, 0.795, 3.955], [3.449, -0.741, 3.110], [3.326, -0.710, 4.899], [1.407, 2.121, 4.626], [0.274, 3.324, 6.455], [-1.251, 2.116, 7.975], [-1.670, -0.298, 7.674], [-0.552, -1.523, 5.829]],
  "mulliken_charge": [-0.602, -1.360, 0.943, -1.292, -1.434, -0.566, 1.767, 0.273, -0.430, 0.112, 0.000, -0.313, -0.577, 0.163, -0.300, -0.141, -0.333, 0.396, 0.296, 0.390, 0.325, 0.256, 0.426, 0.416, 0.530, 0.651, -0.153, 0.585, 0.097, 0.146, 0.019, 0.623, -0.238, -0.671, 0.193, -0.134, 0.292, -0.050, 2.421, -1.112, 0.136, -0.743, -0.735, -0.456, 0.456, 0.436, -0.226, -0.345, -0.354, 0.200, 0.241, 0.325, 0.353, 0.314, 0.387, -1.450, 0.768, -0.793, -0.152, 0.184, -0.792, -0.711, 1.210, -0.670, -0.724, -0.272, -0.890, -0.724, 1.107, -0.160, -0.181, 0.358, 0.374, 0.323, 0.401, 0.536, 0.432, 0.432, 0.284, 0.452, 0.268, 0.373, 0.491, -1.226, 0.488, -0.708, 1.036, -0.495, -0.707, -0.626, -0.679, -0.367, 0.361, 0.408, 0.491, 0.210, 0.449, 0.436, 0.445, 0.407]
}

No. 3
{
  "formula": "C34H45CeGe2N3O5",
  "method": "ωB97M-V with the def2-TZVPD basis set",
  "charge": 2,
  "lumo_ev": [-8.115, -8.115],
  "gap_ev": [4.071, 4.069],
  "species": ["Ce", "N", "C", "O", "C", "C", "H", "H", "H", "H", "H", "H", "O", "C", "O", "C", "C", "C", "C", "C", "C", "N", "C", "C", "C", "C", "C", "C", "N", "H", "H", "H", "H", "H", "H", "H", "H", "H", "H", "C", "C", "Ge", "C", "C", "C", "C", "Ge", "C", "C", "C", "C", "C", "C", "C", "C", "C", "C", "H", "H", "H", "H", "H", "H", "H", "H", "H", "H", "H", "H", "H", "H", "H", "H", "H", "H", "H", "H", "H", "H", "H", "H", "H", "H", "C", "O", "C", "O", "H", "H", "H"],
  "positions_angstrom": [[15.133, 13.527, 10.591], [19.094, 13.530, 12.884], [18.139, 13.592, 11.935], [16.972, 13.977, 12.184], [18.547, 13.173, 10.547], [17.560, 13.683, 9.546], [18.803, 13.729, 13.818], [20.119, 13.369, 12.764], [18.505, 12.080, 10.606], [19.621, 13.478, 10.486], [17.507, 13.237, 8.515], [17.515, 14.773, 9.512], [7.372, 14.119, 8.805], [7.979, 13.021, 8.285], [7.405, 12.263, 7.501], [9.345, 12.765, 8.783], [10.144, 13.898, 9.187], [11.305, 13.731, 9.875], [11.880, 12.435, 9.897], [11.259, 11.374, 9.161], [9.949, 11.479, 8.806], [13.088, 12.283, 10.523], [13.495, 11.015, 11.070], [14.423, 10.357, 10.138], [14.025, 9.187, 9.528], [14.897, 8.598, 8.613], [16.034, 9.339, 8.220], [16.484, 10.303, 9.132], [15.566, 10.989, 9.916], [7.655, 14.325, 9.739], [9.821, 14.961, 8.958], [12.023, 14.468, 10.283], [11.888, 10.571, 8.725], [9.344, 10.554, 8.546], [12.686, 10.335, 11.213], [13.019, 8.768, 9.780], [14.625, 7.594, 8.257], [16.744, 9.080, 7.428], [17.518, 10.608, 9.151], [13.882, 15.860, 14.122], [14.200, 17.052, 13.149], [14.598, 16.476, 11.211], [16.228, 17.701, 11.271], [16.091, 19.149, 10.726], [13.132, 17.392, 10.335], [13.283, 17.923, 9.089], [13.747, 16.391, 7.837], [15.353, 16.921, 6.659], [16.165, 15.674, 6.449], [12.282, 15.805, 6.734], [11.778, 16.802, 5.742], [12.624, 19.188, 8.715], [11.703, 19.816, 9.599], [10.782, 20.749, 9.075], [10.795, 21.020, 7.738], [11.761, 20.498, 6.843], [12.731, 19.644, 7.351], [13.420, 16.187, 15.065], [14.781, 15.274, 14.242], [13.128, 15.205, 13.603], [15.091, 17.616, 13.578], [13.340, 17.750, 13.265], [16.972, 17.194, 10.680], [16.660, 17.626, 12.286], [15.478, 19.246, 9.795], [17.060, 19.644, 10.551], [15.610, 19.751, 11.445], [12.253, 17.575, 11.001], [15.932, 17.756, 7.116], [14.886, 17.209, 5.689], [15.422, 14.855, 6.258], [16.720, 15.443, 7.389], [16.964, 15.728, 5.698], [11.439, 15.318, 7.291], [12.781, 14.975, 6.189], [11.082, 17.573, 6.130], [11.245, 16.263, 4.934], [12.550, 17.337, 5.190], [11.792, 19.644, 10.695], [10.039, 21.132, 9.732], [10.096, 21.655, 7.265], [11.648, 20.788, 5.825], [13.546, 19.302, 6.690], [15.786, 9.807, 13.492], [14.461, 10.115, 12.930], [14.314, 11.209, 12.299], [14.861, 12.291, 12.586], [16.224, 9.176, 12.764], [15.685, 9.313, 14.454], [16.273, 10.765, 13.550]],
  "mulliken_charge": [0.342, -0.375, 0.444, -0.315, -0.589, -1.252, 0.283, 0.236, 0.173, 0.483, 0.537, 0.457, -0.513, 0.393, -0.544, 0.366, -1.049, -0.159, 0.225, -0.012, -1.061, 0.003, -0.152, 0.296, -0.367, -0.657, -0.967, -0.357, 0.378, 0.415, 0.571, 0.417, 0.429, 0.420, 1.105, 0.436, 0.478, 0.460, 0.422, -1.048, -0.880, 1.427, -0.944, -1.238, -1.761, 0.532, -0.036, -0.479, -0.926, 0.184, -1.314, 0.826, -0.342, -0.748, -0.456, -0.883, -0.117, 0.398, 0.212, 0.194, 0.401, 0.401, 0.275, 0.689, 0.170, 0.422, 0.385, 0.464, 0.465, 0.415, 0.241, 0.044, 0.422, -0.141, 0.469, 0.325, 0.401, 0.329, 0.403, 0.443, 0.434, 0.480, 0.422, -0.663, -0.364, 0.227, -0.432, 0.300, 0.279, 0.290]
}

No. 4
{
  "formula": "C34H45DyN6P",
  "method": "ωB97M-V with the def2-TZVPD basis set",
  "charge": -1,
  "s2": 9.75,
  "lumo_ev": [2.499, 2.494],
  "multiplicity": 6,
  "gap_ev": [4.170, 5.021],
  "species": ["Dy", "N", "N", "C", "C", "C", "C", "H", "H", "H", "C", "C", "H", "H", "H", "C", "C", "H", "H", "H", "C", "H", "H", "H", "C", "H", "H", "H", "C", "H", "C", "H", "C", "H", "C", "H", "C", "C", "H", "C", "C", "H", "C", "H", "N", "C", "C", "C", "H", "C", "C", "H", "H", "H", "C", "H", "C", "C", "H", "H", "H", "C", "H", "H", "H", "C", "N", "C", "N", "C", "N", "C", "P", "C", "C", "H", "H", "H", "H", "H", "H", "H", "H", "H", "H", "H", "H"],
  "positions_angstrom": [[-0.041, 0.469, 0.520], [-3.259, -1.991, 2.342], [-1.186, 2.737, 1.047], [1.062, -0.305, -1.710], [-0.370, -0.477, -1.798], [-0.682, -1.698, -1.130], [-2.009, -2.345, -1.009], [-2.761, -1.844, -1.622], [-2.422, -2.243, 0.093], [-1.968, -3.412, -1.234], [0.499, -2.235, -0.571], [0.574, -3.499, 0.209], [0.640, -4.384, -0.447], [-0.320, -3.633, 0.834], [1.451, -3.522, 0.870], [1.587, -1.404, -0.962], [3.020, -1.694, -0.711], [3.158, -2.156, 0.276], [3.622, -0.778, -0.740], [3.456, -2.390, -1.449], [-1.337, 0.427, -2.488], [-1.470, 0.102, -3.535], [-0.997, 1.475, -2.522], [-2.323, 0.416, -2.000], [1.858, 0.787, -2.327], [2.709, 1.067, -1.688], [1.246, 1.688, -2.473], [2.265, 0.505, -3.314], [-3.240, -2.481, 3.571], [-3.534, -3.542, 3.655], [-2.909, -1.660, 4.688], [-2.987, -2.083, 5.708], [-2.499, -0.334, 4.452], [-2.257, 0.314, 5.328], [-2.398, 0.159, 3.104], [-1.959, 1.144, 2.889], [-2.688, -0.816, 2.058], [-2.563, -0.995, 0.557], [-3.163, -0.108, 0.229], [-0.005, 2.887, 0.489], [-2.135, 3.578, 0.529], [-3.210, 3.350, 0.634], [-1.443, 4.566, -0.123], [-1.759, 5.528, -0.521], [-0.034, 4.121, -0.112], [0.999, 4.341, -0.948], [0.700, 4.767, -2.249], [1.815, 5.131, -2.994], [1.652, 5.629, -3.943], [3.100, 4.884, -2.493], [4.260, 5.365, -3.307], [5.122, 4.700, -3.164], [4.548, 6.388, -3.013], [3.951, 5.378, -4.361], [3.340, 4.237, -1.268], [4.349, 4.056, -0.889], [2.259, 3.871, -0.479], [2.485, 3.142, 0.810], [1.670, 3.231, 1.549], [3.387, 3.558, 1.281], [2.709, 2.062, 0.697], [-0.706, 4.799, -2.730], [-1.361, 5.435, -2.133], [-1.185, 3.811, -2.801], [-0.726, 5.242, -3.726], [0.920, -1.488, 5.897], [1.035, -2.559, 4.888], [2.456, -2.972, 4.821], [3.358, -1.850, 4.477], [3.180, -0.782, 5.484], [1.772, -0.323, 5.572], [1.337, 0.358, 4.348], [1.394, -0.742, 2.824], [0.478, -2.200, 3.590], [3.151, -1.379, 3.106], [1.279, -1.921, 6.845], [-0.127, -1.166, 5.984], [2.571, -3.772, 4.079], [2.725, -3.321, 5.831], [3.824, 0.071, 5.234], [3.457, -1.205, 6.463], [0.312, 0.735, 4.480], [1.994, 1.221, 4.164], [0.525, -3.070, 2.918], [-0.584, -1.931, 3.694], [3.867, -0.572, 2.887], [3.374, -2.206, 2.414]],
  "lowdin_spin": [5.645, -0.025, 0.018, 0.022, 0.010, -0.004, -0.219, -0.002, -0.064, -0.020, -0.013, -0.003, -0.001, 0.000, 0.000, 0.004, -0.001, 0.000, 0.000, 0.000, 0.003, -0.001, 0.001, 0.000, 0.002, 0.001, 0.001, -0.001, 0.003, 0.000, 0.012, 0.001, 0.001, -0.001, 0.011, 0.007, -0.029, -0.458, -0.028, 0.032, 0.001, 0.000, 0.001, 0.000, 0.000, 0.000, 0.000, 0.001, 0.000, 0.000, 0.000, 0.000, 0.000, 0.000, 0.000, 0.000, 0.001, 0.007, 0.001, 0.000, 0.006, 0.000, 0.000, 0.000, 0.000, 0.000, 0.002, 0.000, 0.004, 0.000, 0.000, 0.001, 0.057, 0.004, 0.010, 0.000, 0.000, 0.000, 0.000, 0.000, 0.000, 0.001, 0.000, 0.000, 0.000, 0.000, 0.000]
}

> Which formula does entry 3 have?

C34H45CeGe2N3O5